{
  "formula": "CH3BrO",
  "method": "ωB97M-V/def2-TZVPD",
  "e_lumo_ev": -0.114,
  "total_energy_ev": -73172.849,
  "e_homo_ha": -0.372,
  "relative_energy_kcal_mol": 52.3,
  "gap_ev": 10.00,
  "symbols": ["C", "O", "Br", "H", "H", "H"],
  "positions_angstrom": [[-0.181841, 0.567489, 0.216883], [0.884903, -1.166727, 0.084600], [-1.913048, 0.025222, -0.082278], [0.075525, 0.816758, 1.230608], [0.281870, 1.103217, -0.595516], [0.852592, -1.345960, -0.854297]],
  "forces_ev_per_a": [[2.387, -3.695, -0.685], [-1.775, 3.355, 1.078], [-0.430, 0.090, 0.012], [0.028, -0.022, 0.080], [-0.041, 0.137, 0.073], [-0.169, 0.135, -0.559]]
}